1.
Density functional theory data (ωB97M-V/def2-TZVPD) for 9 unconnected molecules or ions with the total composition C24H66O12 at a distorted geometry.

Calculated values
E_tot ... -50524.74134 eV
Charge ... 0

Last column: Mulliken charge in e.
Element x y z (Å)
C  -2.0605  9.1857  -6.5766  -0.800
C  -1.6720  10.6344  -6.9040  0.561
C  -0.1259  10.6536  -7.1694  -1.394
O  -2.3270  11.1427  -8.0325  -0.481
H  -3.0852  9.2439  -6.2096  -0.084
H  -1.4068  8.8672  -5.7645  0.552
H  -1.9130  8.4864  -7.3996  0.115
H  -1.8756  11.2898  -6.0572  0.331
H  -0.0010  10.4098  -8.2244  0.270
H  0.5251  10.0791  -6.5104  0.373
H  0.2561  11.6689  -7.0624  0.412
H  -1.9394  11.9994  -8.2262  0.286
C  -6.7639  3.8797  -14.5947  -1.523
C  -6.5300  3.8317  -13.0663  0.522
C  -6.7054  5.1648  -12.3211  -0.937
O  -7.3201  2.8117  -12.5012  -0.567
H  -7.7298  4.3184  -14.8451  0.336
H  -6.6178  2.9165  -15.0837  0.362
H  -6.0318  4.5154  -15.0927  0.371
H  -5.4952  3.4890  -13.0626  0.228
H  -6.2608  5.0632  -11.3311  0.078
H  -7.7606  5.4364  -12.2910  0.440
H  -6.0831  5.9499  -12.7505  0.355
H  -8.1926  3.1219  -12.2482  0.338
C  -7.1661  8.7659  -11.5407  -0.473
C  -7.9857  10.0399  -11.4583  0.251
C  -7.1004  11.3663  -11.4798  -1.261
O  -8.6686  10.0832  -12.6893  -0.631
H  -6.1520  9.0101  -11.8571  0.104
H  -7.4824  8.0347  -12.2847  0.469
H  -7.0089  8.2966  -10.5695  -0.097
H  -8.5758  10.1376  -10.5471  0.378
H  -6.6129  11.6865  -12.4006  0.395
H  -6.2061  11.2725  -10.8637  0.121
H  -7.5855  12.3184  -11.2644  0.439
H  -8.1061  10.3106  -13.4333  0.351
C  -7.9466  5.0593  -5.6868  -1.058
C  -8.9390  5.4214  -6.8068  0.331
C  -8.3288  5.8803  -8.1353  -0.622
O  -9.6165  4.2733  -7.1286  -0.540
H  -7.3812  4.1416  -5.8484  0.373
H  -8.3392  4.9730  -4.6736  0.312
H  -7.1784  5.8303  -5.6278  0.036
H  -9.5902  6.1630  -6.3441  0.321
H  -9.1085  6.1448  -8.8496  0.403
H  -7.9201  4.9786  -8.5915  0.330
H  -7.5398  6.6145  -7.9724  -0.266
H  -10.5071  4.3184  -6.7730  0.373
C  -3.8919  4.1823  -6.8516  -1.282
C  -3.8329  3.0797  -7.8104  0.594
C  -4.1620  3.6300  -9.2104  -0.669
O  -2.4893  2.5377  -7.7839  -0.564
H  -4.8421  4.7164  -6.8535  0.068
H  -3.0863  4.8612  -7.1311  0.412
H  -3.7545  3.8745  -5.8150  0.471
H  -4.6232  2.3720  -7.5602  0.179
H  -4.3063  2.8152  -9.9198  0.411
H  -3.4004  4.2224  -9.7174  0.128
H  -5.0879  4.2051  -9.1962  -0.043
H  -2.2549  2.3578  -6.8704  0.326
C  -7.6934  9.0696  -5.8700  -0.849
C  -6.4371  9.3039  -4.9858  0.534
C  -6.5634  8.8351  -3.5817  -1.509
O  -5.3582  8.5581  -5.4683  -0.564
H  -7.9286  8.0073  -5.8040  -0.151
H  -7.5487  9.4249  -6.8902  0.273
H  -8.5120  9.6415  -5.4330  0.463
H  -6.1440  10.3508  -5.0648  0.374
H  -6.6636  7.7521  -3.5097  0.277
H  -7.3975  9.3458  -3.1003  0.410
H  -5.7472  9.2806  -3.0131  0.392
H  -5.1893  8.8290  -6.3737  0.108
C  -4.8117  8.1470  -8.6925  0.518
C  -4.0529  7.6786  -9.9659  -0.114
O  -2.6785  7.8208  -9.8893  -0.271
O  -4.7466  9.4896  -8.3432  -0.702
H  -4.2405  7.5716  -7.9639  0.564
H  -5.8615  7.8670  -8.6041  -0.338
H  -4.4058  8.3117  -10.7800  0.007
H  -4.2451  6.6334  -10.2079  0.108
H  -2.2727  7.1052  -10.3842  0.261
H  -3.8207  9.7429  -8.3568  0.103
C  -2.8030  10.9235  -11.6130  0.265
C  -2.2050  12.0878  -12.4630  -0.879
O  -2.1547  11.8294  -13.8548  -0.561
O  -1.7658  9.9989  -11.3761  -0.398
H  -3.6044  10.5195  -12.2314  0.138
H  -3.2079  11.2812  -10.6663  0.127
H  -1.1784  12.2931  -12.1598  0.322
H  -2.7419  13.0072  -12.2292  0.391
H  -1.3818  11.2898  -14.0365  0.312
H  -2.0748  9.2338  -10.8853  0.257
C  -0.3791  6.9647  -12.0435  -0.505
C  0.7232  7.5398  -11.1550  -0.217
O  1.6820  6.5783  -10.7383  -0.560
O  -1.3010  6.1219  -11.3197  -0.539
H  0.0974  6.4337  -12.8676  0.397
H  -0.9010  7.7939  -12.5212  0.299
H  0.3156  7.9578  -10.2346  0.036
H  1.2045  8.4161  -11.5893  0.393
H  2.3556  6.4061  -11.4004  0.326
H  -0.7545  5.4785  -10.8626  0.288

Cartesian forces (eV/Å) of the 3 atoms listed first:
C -0.35 1.21 0.27
C 2.62 -1.02 0.61
C -0.57 1.04 -0.23

***

2.
Density functional theory data (ωB97M-V/def2-TZVPD) for a molecular structure, C24H67N6O12V at a distorted geometry.

Calculated values
E_tot ... -85174.25272 eV
Charge ... 0

Last column: Mulliken charge in e.
Element x y z (Å)
O  -2.0177  -27.9883  -14.9900  -0.591
V  -2.7224  -27.5684  -16.3041  1.436
O  -4.1802  -28.0840  -16.4323  -0.616
C  -2.4061  -24.8358  -13.9652  -1.014
C  -3.3841  -24.5496  -15.1003  1.382
C  -3.1876  -23.1712  -15.7091  -1.423
O  -3.3751  -25.5664  -16.0361  -0.419
H  -1.3924  -25.0657  -14.3296  -0.271
H  -2.6803  -25.7667  -13.4535  0.013
H  -2.3492  -24.0708  -13.1875  0.345
H  -4.3728  -24.5140  -14.6130  -0.062
H  -2.1188  -22.9396  -15.7751  0.306
H  -3.7104  -22.3733  -15.1801  0.606
H  -3.6966  -23.1456  -16.6801  0.111
C  -6.8316  -25.7726  -17.5926  0.496
O  -8.0153  -25.9285  -17.8507  -0.698
N  -6.2144  -26.1485  -16.4021  0.028
N  -5.9482  -25.2024  -18.5788  -0.367
H  -5.2319  -25.9851  -16.2182  0.193
H  -6.8629  -26.6026  -15.7818  0.091
H  -4.9682  -25.0719  -18.4063  0.147
H  -6.3437  -24.7030  -19.3479  0.261
C  -6.1019  -21.0724  -11.0900  0.551
O  -6.6505  -21.6985  -11.9929  -0.580
N  -6.4597  -21.1820  -9.7356  -0.380
N  -5.1285  -20.0803  -11.3651  -0.237
H  -6.0752  -20.5398  -9.0768  0.153
H  -7.1473  -21.8156  -9.3931  0.219
H  -4.6168  -19.5186  -10.7254  0.209
H  -4.8786  -20.0509  -12.3392  0.066
C  0.0781  -26.0325  -17.4400  0.430
O  -0.6029  -27.0488  -17.0656  -0.695
N  -0.4727  -24.7817  -17.3540  0.170
N  1.4041  -26.0415  -17.8491  -0.259
H  -1.3501  -24.7518  -16.8396  -0.127
H  0.2783  -24.0906  -17.3968  0.092
H  1.8423  -26.9209  -18.0401  0.246
H  1.6572  -25.1688  -18.3179  0.163
C  -7.3913  -21.9316  -18.9554  -0.698
C  -7.7691  -21.4700  -17.5934  0.524
C  -6.6845  -21.5579  -16.5284  -0.667
O  -8.2014  -20.0992  -17.6627  -0.584
H  -6.5574  -21.3568  -19.3600  0.342
H  -8.1984  -22.0143  -19.6777  0.394
H  -7.0796  -22.9767  -18.8141  -0.336
H  -8.6009  -22.0875  -17.2210  0.232
H  -6.3885  -22.6075  -16.4017  -0.051
H  -6.9660  -21.1959  -15.5438  0.500
H  -5.8261  -21.0175  -16.9454  0.034
H  -8.5170  -19.8591  -16.7858  0.303
C  -4.6502  -26.9791  -11.3787  -1.167
C  -6.0294  -27.2804  -11.9381  0.419
C  -7.2213  -26.8475  -11.0542  -1.217
O  -6.2052  -26.7158  -13.2760  -0.445
H  -4.5373  -25.9026  -11.2534  0.269
H  -3.8905  -27.2903  -12.0934  0.189
H  -4.5438  -27.5121  -10.4351  0.454
H  -6.0908  -28.3713  -12.0576  0.250
H  -6.9488  -26.9419  -9.9957  0.359
H  -8.1039  -27.4498  -11.2673  0.328
H  -7.5358  -25.8288  -11.2992  0.275
H  -5.7871  -25.8394  -13.3143  0.233
C  -3.5266  -17.2126  -16.7814  -1.532
C  -3.8640  -18.2814  -15.7420  0.931
C  -3.0630  -19.5917  -15.9757  -0.570
O  -3.6097  -17.7247  -14.4214  -0.569
H  -4.0898  -16.3181  -16.4776  0.364
H  -3.6679  -17.6181  -17.7814  0.366
H  -2.5240  -16.7680  -16.7123  0.345
H  -4.9350  -18.5233  -15.7730  0.127
H  -2.9014  -20.1314  -15.0307  -0.064
H  -2.1044  -19.4254  -16.4630  0.247
H  -3.6627  -20.3586  -16.4782  0.158
H  -3.1336  -18.3389  -13.8620  0.226
C  0.3572  -22.9923  -20.1337  -1.274
C  1.2264  -22.2274  -19.1447  0.438
C  0.4735  -21.2596  -18.2516  -1.027
O  1.8905  -23.2300  -18.2490  -0.573
H  -0.6726  -23.0441  -19.7795  0.240
H  0.8022  -23.9415  -20.4205  0.346
H  0.2498  -22.4341  -21.0709  0.435
H  2.0935  -21.7443  -19.6186  0.383
H  0.1318  -20.3557  -18.7604  0.422
H  1.1115  -20.8637  -17.4561  0.416
H  -0.3785  -21.8042  -17.8424  0.024
H  2.4169  -22.7888  -17.5736  0.211
C  -1.7943  -20.9519  -11.7623  -1.045
C  -1.2850  -19.5806  -11.3518  0.432
C  0.0434  -19.1267  -11.9264  -1.361
O  -2.3036  -18.6404  -11.9151  -0.537
H  -1.6449  -21.1034  -12.8323  0.107
H  -2.8056  -21.0116  -11.3939  0.276
H  -1.1196  -21.6830  -11.2988  0.498
H  -1.3372  -19.5058  -10.2586  0.371
H  0.0118  -19.0798  -13.0179  0.248
H  0.8906  -19.7571  -11.6485  0.379
H  0.1833  -18.0834  -11.6350  0.366
H  -2.3629  -17.9327  -11.2616  0.252
C  1.7437  -24.3104  -14.3969  -1.181
C  2.7849  -24.5286  -13.2803  0.682
C  2.9648  -25.9638  -12.8918  -1.368
O  4.1068  -24.0965  -13.8669  -0.583
H  0.7991  -24.6556  -13.9501  0.099
H  1.9387  -24.8039  -15.3472  0.410
H  1.5861  -23.2355  -14.5565  0.409
H  2.6772  -23.7793  -12.4897  0.275
H  3.6626  -25.9710  -12.0434  0.356
H  3.4127  -26.5662  -13.6785  0.319
H  2.1095  -26.5102  -12.4864  0.339
H  3.9729  -23.7106  -14.7274  0.270

Cartesian forces (eV/Å) of the 3 atoms listed first:
O -0.36 -1.09 1.24
V 1.13 5.36 0.02
O -0.54 -1.70 -0.20